(1)
Here is a 3-piece molecular cluster, CH8N5 overall from the Open Molecules 2025 dataset. Energies are from ωB97M-V/def2-TZVPD.

Structure (XYZ):
```
14
CH8N5 ωB97M-V/def2-TZVPD
C 2.30798 0.39559 -0.72107
N 1.11392 0.03050 -1.06789
N -1.38529 -1.07650 -1.34002
N 2.60177 -0.02237 0.49251
N -1.56684 -2.13072 -1.19731
N -3.09010 0.93338 1.55792
H 2.83945 1.08563 -1.32875
H 1.94277 -0.68496 0.92107
H 3.29723 0.20927 1.17843
H 0.32967 -0.86287 -0.88845
H -2.27954 1.00153 0.97008
H -3.15984 0.16931 2.30502
H -3.94895 0.65676 1.16825
H 0.99776 0.29546 -2.04980
```

Summary:
LUMO level: -4.20 eV
relative energy (zero: lowest compared OMol25 entry of this formula, charge and spin): 36.4 kcal/mol
charge: +1
total energy: -8609.905 eV

(2)
Here is C30H26N5O7S4Sc as an isolated structure from the Open Molecules 2025 dataset. Energies are from ωB97M-V/def2-TZVPD.

Structure (XYZ):
```
73
C30H26N5O7S4Sc ωB97M-V/def2-TZVPD
Sc -0.24392 -0.46329 0.54053
O -0.18448 2.11620 -3.05157
C -0.18506 1.69469 -1.88712
N -0.12072 0.22789 -1.64502
C 0.49317 -0.49935 -2.77217
C -0.55611 -1.46830 -3.22645
C -0.58930 -2.33656 -4.27418
C -1.71240 -3.15649 -4.45463
C -2.77130 -3.04543 -3.56407
C -2.72719 -2.14363 -2.52044
N -1.61666 -1.38095 -2.35588
C -0.19689 2.45142 -0.70446
C -0.25494 3.87000 -0.76477
C -0.22785 4.60038 0.38183
C -0.14055 3.92702 1.62272
C -0.10670 2.54977 1.60965
N -0.14941 1.80154 0.50452
H 1.40502 -1.01045 -2.46767
H 0.71826 0.22473 -3.55608
H 0.26654 -2.39173 -4.93302
H -1.74997 -3.86224 -5.27257
H -3.65845 -3.65420 -3.67188
H -3.51002 -1.97931 -1.79703
H -0.31036 4.32331 -1.74501
H -0.26638 5.68276 0.34577
H -0.10570 4.45922 2.56245
H -0.05275 2.00198 2.54225
O -0.28465 -2.01422 4.38128
S 0.31434 -1.32326 3.26848
O 0.63029 -2.15021 2.10941
O -0.49490 -0.19001 2.76252
C 1.83881 -0.63759 3.90454
C 1.83279 -0.40521 5.27604
C 2.94174 0.12938 5.91107
C 4.07210 0.42869 5.17145
C 4.08339 0.20338 3.80418
C 2.97764 -0.32756 3.15066
S 3.17541 -0.52664 1.36747
O 3.42011 -1.93741 1.13166
O 4.27035 0.33925 1.01403
O 1.89028 -0.05300 0.82297
H 0.94591 -0.66201 5.83681
H 2.91986 0.30737 6.97861
H 4.94639 0.84610 5.65492
H 4.94763 0.45333 3.20596
S -1.95329 -3.20464 0.63947
C -2.79860 -2.80163 2.03712
N -2.51819 -3.43858 3.20538
C -3.09870 -3.16968 4.39692
C -4.07364 -2.23232 4.48489
C -4.41897 -1.52946 3.30724
C -3.80323 -1.79825 2.12187
H -1.72694 -4.06721 3.16499
H -2.71756 -3.72269 5.24143
H -4.53544 -2.01386 5.43524
H -5.17203 -0.75258 3.34969
H -4.01538 -1.24575 1.21827
S -2.61510 0.24551 -0.34758
C -1.38253 -0.45327 -1.34943
N 1.06794 -2.77462 -0.39516
C 1.30629 -3.55247 -1.54677
C 0.42211 -4.56441 -1.92264
C 0.66278 -5.31958 -3.05780
C 1.78051 -5.08110 -3.84645
C 2.66606 -4.07822 -3.47169
C 2.43897 -3.32507 -2.33097
H 1.95238 -2.52695 0.05348
H 0.51190 -3.30329 0.26413
H -0.45576 -4.75344 -1.31559
H -0.03799 -6.09915 -3.33205
H 1.96509 -5.67249 -4.73421
H 3.55174 -3.88769 -4.06588
H 3.14629 -2.56306 -2.02204
```

Summary:
spin multiplicity: 2
LUMO level (alpha / beta): 2.27 / 2.27 eV
relative energy (zero: lowest compared OMol25 entry of this formula, charge and spin): 43.8 kcal/mol
charge: -1
total energy: -117362.937 eV

(3)
Here is one molecule with the formula H2NO2P from the Open Molecules 2025 dataset. Energies are from ωB97M-V/def2-TZVPD.

Structure (XYZ):
```
6
H2NO2P ωB97M-V/def2-TZVPD
N -1.39502 0.38521 -0.02795
O 1.91432 0.85858 -0.02406
O -0.36232 -0.56154 -0.01919
P 1.47279 -0.51309 0.06270
H -0.93222 1.23555 0.33522
H -0.69755 -1.40472 -0.32671
```

Summary:
LUMO level (alpha / beta): -0.69 / -1.29 eV
relative energy (zero: lowest compared OMol25 entry of this formula, charge and spin): 110.4 kcal/mol
total energy: -14901.977 eV

(4)
Here is C35H49N2O5S3SeSi2Ti as an isolated structure from the Open Molecules 2025 dataset. Energies are from ωB97M-V/def2-TZVPD.

Structure (XYZ):
```
98
C35H49N2O5S3SeSi2Ti ωB97M-V/def2-TZVPD
Ti 0.55872 -0.11485 -0.35843
O -1.09221 -1.44016 -0.19282
S -2.56028 -1.67788 -0.50147
C -3.15735 -2.54246 0.98606
C -2.08168 -3.46332 1.55055
C -1.07611 -2.72309 2.44451
C 0.30364 -3.38780 2.42972
S 1.72089 -2.27697 2.21226
O 1.22864 -1.18293 1.28388
C 1.89375 -1.52411 3.81341
C 3.20624 -1.41741 4.25664
C 3.46785 -0.84313 5.49337
C 2.41839 -0.39412 6.27909
C 1.10609 -0.50326 5.82944
C 0.83699 -1.05900 4.59070
C -2.59396 -3.05290 -1.63130
C -3.81713 -3.37513 -2.20441
C -3.88302 -4.44235 -3.08576
C -2.73140 -5.15433 -3.39692
C -1.51258 -4.80144 -2.83506
C -1.43545 -3.74082 -1.94497
H -4.04178 -3.08622 0.65173
H -3.47226 -1.77127 1.69092
H -1.56431 -3.93811 0.71346
H -2.56030 -4.27053 2.10702
H -1.46613 -2.68138 3.46218
H -0.96843 -1.69844 2.08878
H 0.39837 -4.05740 1.57221
H 0.53818 -3.97004 3.32265
H 4.01665 -1.78685 3.63956
H 4.48781 -0.75732 5.84220
H 2.61927 0.04209 7.24864
H 0.29173 -0.14954 6.44833
H -0.17849 -1.11058 4.22965
H -4.70605 -2.79837 -1.97264
H -4.82805 -4.70887 -3.53908
H -2.78310 -5.97920 -4.09500
H -0.61426 -5.34218 -3.10162
H -0.48710 -3.41961 -1.53730
C 2.15424 -2.46531 -2.96684
Si 2.58999 -1.26409 -1.57775
C 3.66433 -2.30960 -0.42015
C 3.74787 0.04855 -2.27641
C 4.79063 -0.30486 -3.14147
C 5.65977 0.64903 -3.64210
C 5.49733 1.98386 -3.28457
C 4.47667 2.34233 -2.42087
C 3.59309 1.38575 -1.90648
Si 2.22820 1.90426 -0.70599
C 1.23468 3.26719 -1.57148
C 3.15526 2.80539 0.68696
H 3.07298 -2.68621 -3.51664
H 1.41419 -2.07803 -3.66246
H 1.78391 -3.41312 -2.56457
H 4.50849 -2.67067 -1.01548
H 3.15622 -3.19050 -0.02267
H 4.07558 -1.73369 0.41165
H 4.93216 -1.34105 -3.43149
H 6.46075 0.35860 -4.31017
H 6.16637 2.73794 -3.67966
H 4.36392 3.38867 -2.15347
H 1.80641 4.19907 -1.58272
H 0.27266 3.45940 -1.09099
H 1.04908 2.97309 -2.60540
H 3.87661 3.46136 0.19255
H 3.72744 2.14721 1.34495
H 2.50848 3.44479 1.29175
C -1.32317 2.74664 3.04663
S -0.01986 2.34804 1.88614
C 1.27885 2.14492 3.10433
O -0.31793 0.92706 1.41734
H -1.01597 3.63064 3.60593
H -1.46745 1.89719 3.71339
H -2.22668 2.96298 2.48665
H 0.90944 1.56425 3.94638
H 1.61585 3.13130 3.42357
H 2.09605 1.62145 2.60955
Se -3.02227 2.14044 -0.31294
C -4.29937 3.55108 -0.18659
C -4.32815 4.61046 -1.08413
C -5.26574 5.61364 -0.89367
N -6.13833 5.63541 0.11117
C -6.09674 4.61868 0.96599
C -5.20969 3.55684 0.86168
H -3.63473 4.66349 -1.91302
H -5.31175 6.44795 -1.58495
H -6.81565 4.64502 1.77776
H -5.24847 2.74652 1.57930
N -1.88681 2.33408 -3.45810
C -1.74061 0.91982 -3.77551
C -0.83016 0.15383 -2.83156
O -0.54182 -1.00115 -3.07744
O -0.41918 0.77466 -1.75007
H -2.50311 2.77544 -4.12981
H -0.99594 2.81412 -3.49637
H -2.60933 2.37541 -1.71741
H -1.36065 0.71353 -4.78082
H -2.71968 0.43820 -3.71157
```

Summary:
LUMO level: -2.42 eV
relative energy (zero: lowest compared OMol25 entry of this formula, charge and spin): 18.3 kcal/mol
charge: +1
total energy: -187026.253 eV

(5)
Here is a 6-piece molecular cluster, CH15NO5 overall from the Open Molecules 2025 dataset. Energies are from ωB97M-V/def2-TZVPD.

Structure (XYZ):
```
22
CH15NO5 ωB97M-V/def2-TZVPD
C 2.07421 1.46888 -0.69849
N 1.62254 0.06729 -0.57038
H 1.33239 2.22138 -0.40155
H 2.94344 1.61474 -0.06013
H 2.41658 1.59029 -1.72481
H 1.33510 -0.09525 0.39501
H 0.72895 0.01416 -1.06874
O -1.84018 1.32327 -0.62028
H -2.60977 1.90043 -0.49780
H -1.47143 1.40664 0.28723
O -1.71500 -1.16524 -1.54141
H -1.80276 -0.23795 -1.27555
H -2.04970 -1.29437 -2.42718
O -0.08415 -1.31714 2.09284
H -0.01859 -1.85897 1.27841
H -0.55558 -1.81849 2.75976
O 0.17095 -2.64265 -0.22979
H -0.46472 -2.22380 -0.82529
H 1.03559 -2.38938 -0.54024
O -0.71934 1.29656 1.78622
H 0.11467 1.77397 1.93205
H -0.44322 0.36563 1.95012
```

Summary:
LUMO level: 0.64 eV
relative energy (zero: lowest compared OMol25 entry of this formula, charge and spin): 0.0 kcal/mol
total energy: -13008.871 eV
structure (SMILES): CN.O.O.O.O.O

(6)
Here is an isolated ion of composition C9H7NO4 and charge -2 from the Open Molecules 2025 dataset. Energies are from ωB97M-V/def2-TZVPD.

Structure (XYZ):
```
21
C9H7NO4 ωB97M-V/def2-TZVPD
C -2.45920 -1.16903 -1.30953
C -1.11064 -1.48040 -1.52161
C -2.53836 -0.10856 -0.35582
C -0.41470 -0.61779 -0.70681
C 2.04204 1.16846 -0.72906
C 2.23106 -1.17010 0.46711
C 0.67013 0.67772 1.35330
C -0.81151 1.16114 0.94260
C 1.42001 0.10267 0.13801
N -1.24484 0.17161 -0.08288
O 2.07560 1.05709 -1.98598
O 2.67028 -1.83188 -0.46934
O 2.58210 2.12060 -0.09129
O 2.33945 -1.48674 1.72784
H -3.25501 -1.70808 -1.92226
H -0.69149 -2.36439 -2.03263
H -3.19903 0.50681 0.16453
H 1.31135 1.55917 1.64482
H 0.76754 0.01066 2.23767
H -1.59477 1.12443 1.78141
H -0.78999 2.27661 0.74993
```

Summary:
LUMO level: 5.88 eV
relative energy (zero: lowest compared OMol25 entry of this formula, charge and spin): 43.9 kcal/mol
charge: -2
total energy: -19123.740 eV

(7)
Here is C24H43Br6FO7 as an isolated structure from the Open Molecules 2025 dataset. Energies are from ωB97M-V/def2-TZVPD.

Structure (XYZ):
```
81
C24H43Br6FO7 ωB97M-V/def2-TZVPD
C -3.12274 -0.95275 5.78004
C -2.27374 0.01224 4.94847
O -3.11268 1.01603 4.40056
C -2.54421 2.30558 4.28144
C -2.50705 2.78013 2.83273
C -1.79460 1.74028 1.94048
C -0.89339 2.34500 0.85093
C 0.31484 1.42581 0.59139
C 0.75485 1.33589 -0.86609
C -0.31689 0.46421 -1.57059
C -0.39850 -1.03403 -1.27531
C -1.66111 -1.56618 -1.96356
O -1.89721 -1.22394 -3.08168
O -2.41321 -2.41984 -1.18907
O 0.67586 2.57299 -1.63241
C 1.57977 2.46789 -2.63711
O 1.84429 3.28862 -3.44059
O 2.25369 1.27884 -2.54184
C 2.22042 0.99819 -1.09995
C 3.30605 1.94622 -0.50738
C 2.91489 3.27157 0.18320
O 3.63841 3.42497 1.40536
C 2.72490 -0.43279 -0.90862
C 2.45972 -1.06635 0.44069
C 3.26358 -2.34686 0.62284
F 2.77770 -0.20063 1.49048
H -3.35167 -1.87117 5.24479
H -2.60284 -1.23049 6.69587
H -4.05345 -0.46747 6.06425
H -1.50095 0.43306 5.59271
H -1.81635 -0.55155 4.12974
H -1.55046 2.37533 4.73159
H -3.18716 2.99967 4.83292
H -3.53215 2.88128 2.48073
H -1.96661 3.72645 2.81586
H -1.18893 1.11881 2.60380
H -2.55104 1.09255 1.49490
H -1.45911 2.57061 -0.05105
H -0.55101 3.30077 1.24982
H 0.09887 0.43795 0.98848
H 1.12885 1.80705 1.20347
H -1.29451 0.89284 -1.35227
H -0.20027 0.54474 -2.64488
H 0.40512 -1.60250 -1.73825
H -0.48712 -1.28385 -0.21936
H -2.50394 -1.95242 -0.34450
H 3.95991 1.42768 0.18607
H 3.93660 2.21276 -1.35464
H 1.85060 3.40352 0.34000
H 3.22920 4.10071 -0.45047
H 3.03114 3.34530 2.14347
H 3.81191 -0.37774 -1.01005
H 2.40312 -1.08897 -1.71343
H 1.41646 -1.34172 0.58174
H 3.34189 -2.88122 -0.32157
H 4.26717 -2.07155 0.94928
H 2.82511 -2.97946 1.39017
Br -2.91444 0.31499 -6.14120
C -2.44497 2.19573 -6.00417
C -0.98845 2.44184 -6.29664
Br 0.17466 1.92967 -4.81635
H -2.72406 2.51547 -5.00535
H -3.06929 2.70326 -6.73642
H -0.80332 3.50507 -6.43182
H -0.64227 1.89741 -7.16909
Br 2.64461 -1.82732 4.52316
C 4.43023 -2.35722 5.08024
C 5.10579 -3.21740 4.04725
Br 4.41312 -5.03309 4.04684
H 4.32353 -2.85640 6.03732
H 4.97967 -1.42819 5.21339
H 6.16644 -3.31112 4.26803
H 4.97546 -2.83436 3.04138
Br -4.87405 -3.26884 -6.71373
C -3.94342 -4.57507 -5.61064
C -4.37892 -4.50465 -4.17138
Br -3.58169 -2.95771 -3.26365
H -2.88209 -4.38187 -5.73079
H -4.18791 -5.54179 -6.04596
H -4.02303 -5.37705 -3.62639
H -5.45759 -4.43346 -4.06761
```

Summary:
LUMO level: 0.03 eV
total energy: -462888.022 eV

(8)
Here is C24H33IrN6O4SeSi2 as an isolated structure from the Open Molecules 2025 dataset. Energies are from ωB97M-V/def2-TZVPD.

Structure (XYZ):
```
71
C24H33IrN6O4SeSi2 ωB97M-V/def2-TZVPD
Ir 0.78188 -0.03698 -0.12533
C 2.07694 -4.48432 1.38410
Si 2.49449 -2.63786 1.30891
C 3.37113 -2.37438 -0.30917
C 3.57090 -2.17469 2.77063
N 0.98784 -1.73284 1.29711
C -0.03990 -1.88705 2.11632
C -0.06698 -2.71891 3.26911
C -1.19891 -2.84492 4.03200
C -2.36514 -2.13810 3.68158
C -2.38035 -1.30391 2.59098
C -1.23163 -1.12114 1.77318
N -1.14026 -0.30273 0.71583
Si -2.55203 0.60738 0.16998
C -3.09613 1.82130 1.51296
C -2.29035 1.61953 -1.36346
C -3.95307 -0.59953 -0.22030
H 2.90873 -5.04960 0.95181
H 1.18882 -4.69236 0.78092
H 1.90061 -4.86773 2.39072
H 4.17063 -3.12140 -0.38445
H 3.82638 -1.38859 -0.41003
H 2.67937 -2.53407 -1.14137
H 4.45379 -2.81984 2.82436
H 3.02755 -2.25601 3.71603
H 3.88488 -1.13738 2.64161
H 0.83348 -3.25012 3.54341
H -1.19610 -3.48335 4.90768
H -3.26039 -2.24558 4.28346
H -3.29009 -0.76929 2.35931
H -2.46724 2.71378 1.46804
H -3.03065 1.41666 2.52402
H -4.13232 2.12788 1.33201
H -1.33665 2.14387 -1.36035
H -3.09413 2.36597 -1.39383
H -2.33306 1.02706 -2.27765
H -4.66029 -0.75308 0.59788
H -3.53254 -1.56954 -0.49891
H -4.51302 -0.22275 -1.08112
N -0.27568 -2.19252 -1.64015
C -0.01757 -0.91530 -1.75259
H -0.19058 -2.49474 -0.67271
C 0.84814 3.78581 -1.09419
C 0.64125 3.38017 0.31941
N 0.28938 2.20173 0.78295
C 0.28989 2.29491 2.15720
C 0.63556 3.54973 2.53121
N 0.82941 4.24003 1.34994
H 0.11054 3.33197 -1.75277
H 1.84155 3.46324 -1.40609
H 0.78131 4.87161 -1.18571
H 0.05559 1.44149 2.77162
H 0.76345 4.00777 3.49532
H 1.28148 5.13101 1.24924
O 3.56352 2.89715 0.17499
Se 3.48156 1.28029 0.17702
O 2.68624 0.67717 1.48488
O 2.39024 0.78513 -1.05817
O 4.90412 0.57107 -0.08970
N -1.82233 2.33357 -7.53176
C -1.48469 1.78102 -6.56428
C -1.07868 1.11219 -5.39838
C -0.14818 1.69406 -4.48295
C 0.22658 1.04698 -3.33916
C -0.28718 -0.23610 -2.99039
C -1.17412 -0.83873 -3.94357
C -1.56320 -0.19344 -5.08103
H 0.27892 2.66392 -4.71533
H 0.95934 1.50356 -2.69022
H -1.55543 -1.82665 -3.71875
H -2.25660 -0.67347 -5.76384
```

Summary:
spin multiplicity: 5
LUMO level (alpha / beta): 4.44 / 3.69 eV
relative energy (zero: lowest compared OMol25 entry of this formula, charge and spin): 13.9 kcal/mol
charge: -2
total energy: -126495.128 eV

(9)
Here is C2Cl2O as an isolated structure from the Open Molecules 2025 dataset. Energies are from ωB97M-V/def2-TZVPD.

Structure (XYZ):
```
5
C2Cl2O ωB97M-V/def2-TZVPD
C -0.63115 -0.00240 -0.63019
C 0.11044 -0.28493 0.40744
O -1.16329 0.64971 -1.45781
Cl 0.99117 1.26359 0.31189
Cl 0.69284 -1.62597 1.36868
```

Summary:
LUMO level: -0.53 eV
relative energy (zero: lowest compared OMol25 entry of this formula, charge and spin): 17.4 kcal/mol
total energy: -29163.783 eV